Here is C3H6P2S3 in the gas phase at a distorted geometry from OMol25. Energies are from ωB97M-V/def2-TZVPD.

```
! wB97M-V def2-TZVPD RIJCOSX def2/J DEFGRID3
* xyz 0 1
C 0.60578 0.24411 -0.11055
C -0.37346 0.99176 -1.05636
C -0.12200 -0.88542 0.67255
P -1.45750 -0.27294 1.88938
P -2.92656 0.56505 0.41908
S -1.66336 2.10829 -0.34954
S -0.63195 -2.26553 -0.50559
S -3.13682 -0.94780 -0.84464
H 1.27229 -0.19892 -0.78798
H 1.26010 0.84248 0.60755
H 0.26718 1.56989 -1.76239
H -0.86413 0.25242 -1.77273
H 0.75919 -1.09938 1.34271
H -2.21856 -1.39372 1.72873
*
```

Calculated total energy (eV): -54290.1819
Relative energy (zero: lowest compared OMol25 entry of this formula, charge and spin) (eV): 1.1575
HOMO energy (spin up / spin down) (Ha): -0.331 / -0.325

Charges in e, computed with Mulliken, in the same order as the atoms:
1 C -0.511
2 C -0.742
3 C -0.443
4 P 0.037
5 P 0.194
6 S -0.151
7 S -0.042
8 S -0.163
9 H 0.361
10 H 0.305
11 H 0.368
12 H 0.344
13 H 0.360
14 H 0.082

Here is 2 unconnected molecules or ions with the total composition C3H6S at a distorted geometry from OMol25. Energies are from ωB97M-V/def2-TZVPD.

```
! wB97M-V def2-TZVPD RIJCOSX def2/J DEFGRID3
* xyz 0 1
C -2.28197 0.88300 0.93702
C -1.02098 0.70941 0.55706
C 2.22389 -1.21084 -1.01937
S 0.24549 -0.12502 1.24589
H -2.90993 1.35840 0.11351
H -2.52348 0.89801 2.01389
H -0.65681 1.04996 -0.47374
H 1.61258 -2.07278 -1.41191
H 3.13782 -1.18353 -0.41247
H 2.17338 -0.30661 -1.54988
*
```

Calculated total energy (eV): -14038.9011
Relative energy (zero: lowest compared OMol25 entry of this formula, charge and spin) (eV): 3.9651
HOMO energy (spin up / spin down) (Ha): -0.322 / -0.301

Charges in e, computed with Mulliken, in the same order as the atoms:
1 C -0.429
2 C -0.151
3 C -0.946
4 S -0.149
5 H 0.232
6 H 0.264
7 H 0.209
8 H 0.310
9 H 0.325
10 H 0.336

Here is 2 unconnected molecules or ions with the total composition C3H6S at a distorted geometry from OMol25. Energies are from ωB97M-V/def2-TZVPD.

```
! wB97M-V def2-TZVPD RIJCOSX def2/J DEFGRID3
* xyz 0 3
C 1.23379 -0.73180 1.01646
C -1.77247 0.54220 -0.81625
C 1.28994 0.18737 0.03678
S -2.83813 -0.24340 0.10018
H 1.56080 -0.46436 1.97881
H 0.73795 -1.60011 0.72383
H -0.71307 0.54822 -0.56465
H -2.14730 0.87657 -1.79976
H 1.61227 1.18885 0.19273
H 1.03622 -0.30354 -0.86812
*
```

Calculated total energy (eV): -14039.0782
Relative energy (zero: lowest compared OMol25 entry of this formula, charge and spin) (eV): 0.0000
HOMO energy (spin up / spin down) (Ha): -0.256 / -0.375

Charges in e, computed with Mulliken, in the same order as the atoms:
1 C -0.431
2 C -0.369
3 C -0.820
4 S -0.048
5 H 0.272
6 H 0.263
7 H 0.118
8 H 0.297
9 H 0.312
10 H 0.407

Here is C3H6S2 in the gas phase at a distorted geometry from OMol25. Energies are from ωB97M-V/def2-TZVPD.

```
! wB97M-V def2-TZVPD RIJCOSX def2/J DEFGRID3
* xyz 0 1
C -0.02909 -0.78419 1.87463
S 1.07636 -0.21670 0.57506
C -0.16143 0.38866 -0.66613
C 0.44293 0.74489 -1.95020
S -0.00314 0.26157 -3.42429
H -0.71996 0.00545 2.21344
H 0.52560 -1.09312 2.73618
H -0.73600 -1.63972 1.56952
H -0.95874 -0.36429 -0.86767
H -0.69956 1.29322 -0.30118
H 1.26304 1.40424 -1.75936
*
```

Calculated total energy (eV): -24877.6374
Relative energy (zero: lowest compared OMol25 entry of this formula, charge and spin) (eV): 1.0709
HOMO energy (Ha): -0.324

Charges in e, computed with Mulliken, in the same order as the atoms:
1 C -0.808
2 S -0.047
3 C -0.399
4 C -0.313
5 S -0.222
6 H 0.273
7 H 0.319
8 H 0.259
9 H 0.321
10 H 0.321
11 H 0.297

Here is C3H6S3 in the gas phase at a distorted geometry from OMol25. Energies are from ωB97M-V/def2-TZVPD.

```
! wB97M-V def2-TZVPD RIJCOSX def2/J DEFGRID3
* xyz 0 1
C -1.91864 -0.40919 0.43683
S -0.65011 -0.78032 -0.89214
C 0.51228 0.56656 -0.74249
C 1.89575 0.36404 -0.14980
S 3.01649 1.46788 -0.46167
S 2.11753 -0.94925 0.93495
H -2.57823 -1.27102 0.63821
H -2.51337 0.40730 0.10431
H -1.39455 -0.16933 1.33461
H 0.64112 0.88347 -1.76890
H -0.02147 1.39566 -0.31720
H 0.89318 -1.50581 0.88328
*
```

Calculated total energy (eV): -35713.2349
Relative energy (zero: lowest compared OMol25 entry of this formula, charge and spin) (eV): 0.6238
HOMO energy (Ha): -0.320

Charges in e, computed with Mulliken, in the same order as the atoms:
1 C -0.834
2 S -0.080
3 C -0.854
4 C 0.404
5 S -0.250
6 S -0.151
7 H 0.312
8 H 0.301
9 H 0.310
10 H 0.371
11 H 0.364
12 H 0.107

Here is C3H6S3 in the gas phase at a distorted geometry from OMol25. Energies are from ωB97M-V/def2-TZVPD.

```
! wB97M-V def2-TZVPD RIJCOSX def2/J DEFGRID3
* xyz 0 1
C 1.22480 -1.72126 0.89644
C 0.68849 -0.30141 0.56408
S 1.89841 0.47752 -0.69940
C -0.74656 -0.09683 0.18795
S -1.63713 -1.23737 -0.55290
S -1.12417 1.67366 0.31705
H 2.19386 -1.56225 1.31060
H 1.19901 -2.16679 -0.06126
H 0.55827 -2.19558 1.62361
H 0.94198 0.28931 1.45134
H 1.92866 1.89552 -0.34760
H -0.01581 1.83571 1.09657
*
```

Calculated total energy (eV): -35712.7065
Relative energy (zero: lowest compared OMol25 entry of this formula, charge and spin) (eV): 1.1523
HOMO energy (Ha): -0.331

Charges in e, computed with Mulliken, in the same order as the atoms:
1 C -1.441
2 C -0.440
3 S -0.101
4 C 0.538
5 S -0.203
6 S -0.157
7 H 0.386
8 H 0.418
9 H 0.352
10 H 0.367
11 H 0.148
12 H 0.134

Here is C3H6S3 in the gas phase at a distorted geometry from OMol25. Energies are from ωB97M-V/def2-TZVPD.

```
! wB97M-V def2-TZVPD RIJCOSX def2/J DEFGRID3
* xyz 0 1
S 0.84609 1.68250 -1.04564
C -0.33923 0.52181 -0.28671
C -0.08397 -0.98291 -0.53406
S -1.55055 -2.02538 -0.76733
C 0.13301 -0.38898 0.87625
S 1.81747 -0.23757 1.37095
H 0.81643 2.53070 -0.04577
H -1.29263 0.94713 -0.05761
H 0.80388 -1.30002 -1.14775
H -2.63758 -1.08218 -0.35589
H -0.60606 -0.65917 1.58465
H 2.09316 0.99407 0.40891
*
```

Calculated total energy (eV): -35711.6221
Relative energy (zero: lowest compared OMol25 entry of this formula, charge and spin) (eV): 2.2367
HOMO energy (Ha): -0.310

Charges in e, computed with Mulliken, in the same order as the atoms:
1 S -0.284
2 C -0.444
3 C -0.054
4 S -0.253
5 C -0.112
6 S -0.287
7 H 0.172
8 H 0.312
9 H 0.333
10 H 0.126
11 H 0.345
12 H 0.145

Here is C3H6S3 in the gas phase from OMol25. Energies are from ωB97M-V/def2-TZVPD.

```
! wB97M-V def2-TZVPD RIJCOSX def2/J DEFGRID3
* xyz 0 1
S -2.75726 -0.60451 -0.31477
C -1.21675 -0.24663 -0.63312
C -0.27546 0.43786 0.32622
S 0.29988 1.99589 -0.46010
C 0.90597 -0.44015 0.73538
S 2.05746 -0.91982 -0.58751
H -0.77824 -0.48248 -1.59582
H -0.81573 0.66883 1.23344
H -0.81575 2.67757 -0.24934
H 1.52195 0.14829 1.44237
H 0.56976 -1.32769 1.25096
H 1.30418 -1.90717 -1.14771
*
```

Calculated total energy (eV): -35713.1771
Relative energy (zero: lowest compared OMol25 entry of this formula, charge and spin) (eV): 0.6817
HOMO energy (Ha): -0.327

Charges in e, computed with Mulliken, in the same order as the atoms:
1 S -0.211
2 C -0.358
3 C 0.113
4 S -0.159
5 C -0.925
6 S -0.166
7 H 0.303
8 H 0.394
9 H 0.149
10 H 0.347
11 H 0.391
12 H 0.121

Here is C3H6Se in the gas phase at a distorted geometry from OMol25. Energies are from ωB97M-V/def2-TZVPD.

```
! wB97M-V def2-TZVPD RIJCOSX def2/J DEFGRID3
* xyz 0 1
C -0.15701 1.11253 0.36172
C 0.33856 0.25879 -0.49666
C -0.20377 -1.12718 -0.28311
Se -1.16907 -1.52134 -2.01633
H -0.79820 0.83164 1.11605
H 0.00972 2.23181 0.45899
H 1.30742 0.50052 -0.88637
H 0.64280 -1.73276 -0.09696
H -0.73265 -1.17738 0.72242
H 0.00779 -2.37375 -2.46260
*
```

Calculated total energy (eV): -68552.3224
Relative energy (zero: lowest compared OMol25 entry of this formula, charge and spin) (eV): 0.3876
HOMO energy (Ha): -0.319

Charges in e, computed with Mulliken, in the same order as the atoms:
1 C -0.732
2 C -0.028
3 C -0.660
4 Se -0.119
5 H 0.188
6 H 0.220
7 H 0.353
8 H 0.333
9 H 0.334
10 H 0.113

Here is a molecular structure, C3H6Si at a distorted geometry from OMol25. Energies are from ωB97M-V/def2-TZVPD.

```
! wB97M-V def2-TZVPD RIJCOSX def2/J DEFGRID3
* xyz 0 1
C 1.32625 0.59629 1.20292
C 0.49433 0.37498 0.15312
C -0.04930 0.86822 1.45376
Si 0.17200 0.07733 -1.55162
H 2.35661 0.50172 1.44578
H -1.97669 -1.24086 1.34007
H -2.64991 -1.48204 1.75774
H 0.44704 -1.28806 -1.91342
H 1.09658 1.03453 -2.14875
H -1.21691 0.55788 -1.73959
*
```

Calculated total energy (eV): -11080.0151
Relative energy (zero: lowest compared OMol25 entry of this formula, charge and spin) (eV): 3.6309
HOMO energy (Ha): -0.337

Charges in e, computed with Mulliken, in the same order as the atoms:
1 C 0.319
2 C 0.091
3 C -0.805
4 Si 0.241
5 H 0.394
6 H -0.236
7 H 0.236
8 H -0.084
9 H -0.093
10 H -0.061

Here is C3H6Si in the gas phase at a distorted geometry from OMol25. Energies are from ωB97M-V/def2-TZVPD.

```
! wB97M-V def2-TZVPD RIJCOSX def2/J DEFGRID3
* xyz 0 1
C 2.26723 0.36209 -0.06541
C 1.13726 -0.30964 0.09106
C -0.12778 -0.68066 0.07857
Si -1.76692 0.22920 -0.00452
H 2.79989 0.68543 0.80504
H 2.70414 0.17485 -1.00213
H -0.19935 -1.82388 -0.04428
H -2.50900 0.29574 1.33333
H -2.50241 -0.62178 -0.84571
H -1.80307 1.68864 -0.34596
*
```

Calculated total energy (eV): -11083.0275
Relative energy (zero: lowest compared OMol25 entry of this formula, charge and spin) (eV): 0.6185
HOMO energy (Ha): -0.346

Charges in e, computed with Mulliken, in the same order as the atoms:
1 C -0.719
2 C 0.160
3 C -0.312
4 Si 0.431
5 H 0.268
6 H 0.266
7 H 0.243
8 H -0.099
9 H -0.129
10 H -0.109

Here is C3H6Si in the gas phase at a distorted geometry from OMol25. Energies are from ωB97M-V/def2-TZVPD.

```
! wB97M-V def2-TZVPD RIJCOSX def2/J DEFGRID3
* xyz 0 1
C -1.05053 -0.07821 -0.99485
C -1.94914 0.86777 -0.86320
C -0.58391 -0.17341 0.50152
Si 1.36670 0.15418 0.37991
H -0.66753 -0.66851 -1.73677
H -0.96869 -1.22587 1.00268
H -1.36775 0.68566 0.78303
H 1.72427 1.47376 0.04860
H 2.23006 -0.03806 1.54425
H 1.26652 -0.99732 -0.66517
*
```

Calculated total energy (eV): -11079.8655
Relative energy (zero: lowest compared OMol25 entry of this formula, charge and spin) (eV): 3.7805
HOMO energy (Ha): -0.360

Charges in e, computed with Mulliken, in the same order as the atoms:
1 C -0.114
2 C -0.510
3 C -0.589
4 Si 0.473
5 H 0.461
6 H 0.301
7 H 0.273
8 H -0.090
9 H -0.111
10 H -0.096

Here is a molecular structure, C3H7AlNO9P2 at a distorted geometry from OMol25. Energies are from ωB97M-V/def2-TZVPD.

```
! wB97M-V def2-TZVPD RIJCOSX def2/J DEFGRID3
* xyz -3 1
Al 0.59521 -2.16109 -1.16024
P 0.53944 0.83203 -3.09078
O 1.37252 -0.49793 -3.36098
O -0.54974 0.38584 -2.11264
O -0.51253 0.95257 -4.15309
O 1.32629 2.07049 -2.76673
P -1.68086 -2.68048 -3.85091
O -2.00679 -1.40614 -4.72594
O -0.17841 -2.94721 -4.07700
O -2.77252 -3.78661 -4.26833
O -1.88348 -1.86090 -2.53472
C 0.94201 0.79794 1.54893
O 0.84947 -0.21627 0.89808
N 0.56794 0.89878 2.87832
C 0.61174 2.20053 3.54082
C 0.05935 -0.22510 3.69454
H 1.38114 1.71461 1.12574
H 1.31663 2.82375 2.99054
H 0.70389 2.02389 4.61246
H -0.38436 2.57484 3.30466
H 0.70023 -0.56786 4.50688
H -0.92445 0.16717 3.95215
H -0.07272 -1.09283 3.04824
*
```

Calculated total energy (eV): -48309.8057
Relative energy (zero: lowest compared OMol25 entry of this formula, charge and spin) (eV): 2.3323
HOMO energy (Ha): 0.141

Charges in e, computed with Mulliken, in the same order as the atoms:
1 Al 0.460
2 P 0.742
3 O -0.701
4 O -0.476
5 O -0.480
6 O -0.836
7 P 0.766
8 O -0.487
9 O -0.655
10 O -0.891
11 O -0.519
12 C 0.098
13 O -0.410
14 N 0.127
15 C -0.921
16 C -0.895
17 H 0.254
18 H 0.260
19 H 0.288
20 H 0.368
21 H 0.244
22 H 0.363
23 H 0.301

Here is 2 unconnected molecules or ions with the total composition C3H7BCl2O2 at a distorted geometry from OMol25. Energies are from ωB97M-V/def2-TZVPD.

```
! wB97M-V def2-TZVPD RIJCOSX def2/J DEFGRID3
* xyz 0 1
B 1.34564 0.63914 -1.75095
C -0.34217 -0.31810 0.88794
C -1.39710 -0.35367 1.99256
C -0.15674 1.05106 0.29602
O 2.60303 1.03429 -1.62178
O 0.68286 0.07919 -2.75793
Cl -3.03048 -0.09537 1.31480
Cl 0.65410 2.16935 1.34720
H 0.60096 -0.65974 1.31725
H -0.63186 -1.00492 0.09164
H -1.41716 -1.32711 2.48182
H -1.22524 0.43298 2.72718
H -1.03342 1.49827 -0.15196
H 3.22898 0.96545 -2.35078
H 1.11881 -0.10180 -3.59722
*
```

Calculated total energy (eV): -33040.8586
Relative energy (zero: lowest compared OMol25 entry of this formula, charge and spin) (eV): 2.5610
HOMO energy (Ha): -0.291

Charges in e, computed with Mulliken, in the same order as the atoms:
1 B 0.435
2 C -0.610
3 C -0.445
4 C -0.382
5 O -0.402
6 O -0.395
7 Cl -0.217
8 Cl -0.195
9 H 0.313
10 H 0.278
11 H 0.336
12 H 0.310
13 H 0.377
14 H 0.303
15 H 0.295

Here is a molecular structure, C3H7BO at a distorted geometry from OMol25. Energies are from ωB97M-V/def2-TZVPD.

```
! wB97M-V def2-TZVPD RIJCOSX def2/J DEFGRID3
* xyz 0 1
B 0.25452 -1.37948 0.50909
C -1.44171 0.14376 -0.67850
C 0.88248 1.10843 -0.07773
C -0.13353 -0.04439 -0.01143
O -2.57054 -0.09581 -0.42255
H -0.29133 -2.39175 0.22230
H 1.47724 -1.40704 0.73441
H -1.22749 0.63563 -1.66174
H 1.66184 0.93510 0.78048
H 1.24989 1.08263 -1.09259
H 0.26318 1.97107 -0.01066
H -0.12457 -0.55815 1.70891
*
```

Calculated total energy (eV): -5944.8305
Relative energy (zero: lowest compared OMol25 entry of this formula, charge and spin) (eV): 3.1339
HOMO energy (Ha): -0.374

Charges in e, computed with Mulliken, in the same order as the atoms:
1 B 0.004
2 C -0.141
3 C -1.071
4 C 0.347
5 O -0.421
6 H -0.091
7 H -0.097
8 H 0.260
9 H 0.294
10 H 0.323
11 H 0.394
12 H 0.199

Here is C3H7BO in the gas phase at a distorted geometry from OMol25. Energies are from ωB97M-V/def2-TZVPD.

```
! wB97M-V def2-TZVPD RIJCOSX def2/J DEFGRID3
* xyz 0 1
B 0.42183 0.01068 0.70732
C 1.96217 0.17458 0.36500
C 0.05816 1.35496 -0.09997
C 0.14596 -1.45466 0.04109
O 2.81160 0.44040 -0.30958
H -0.31367 0.22120 1.69638
H 0.51872 2.23946 0.24532
H -1.08754 1.27542 -0.00101
H 0.23878 1.41527 -1.14304
H 0.79719 -1.80158 -0.82398
H -0.83505 -1.50640 -0.44852
H 0.16026 -2.15422 0.93831
*
```

Calculated total energy (eV): -5946.8468
Relative energy (zero: lowest compared OMol25 entry of this formula, charge and spin) (eV): 1.1176
HOMO energy (Ha): -0.377

Charges in e, computed with Mulliken, in the same order as the atoms:
1 B 0.121
2 C 0.430
3 C -1.106
4 C -0.922
5 O -0.224
6 H -0.086
7 H 0.358
8 H 0.244
9 H 0.402
10 H 0.295
11 H 0.294
12 H 0.195

Here is a molecular structure, C3H7BaMgO3 at a distorted geometry from OMol25. Energies are from ωB97M-V/def2-TZVPD.

```
! wB97M-V def2-TZVPD RIJCOSX def2/J DEFGRID3
* xyz 0 2
O -3.13022 1.31855 0.11921
C -4.04148 0.31565 -0.19330
C -3.53174 -1.05809 0.23200
O -2.17168 -1.16335 -0.21573
C -1.57095 -2.43130 0.00035
Mg -1.34625 0.71056 -0.05274
H -4.24910 0.28205 -1.28241
H -5.01611 0.46750 0.30816
H -4.12369 -1.86994 -0.21680
H -3.53913 -1.16593 1.32949
H -0.48907 -2.32946 -0.19663
H -2.00972 -3.17259 -0.68134
Ba 2.74522 0.65734 -0.14625
O 4.45492 -0.70812 -0.14044
H -1.72279 -2.75250 1.04130
*
```

Calculated total energy (eV): -15501.9449
Relative energy (zero: lowest compared OMol25 entry of this formula, charge and spin) (eV): 0.3350
HOMO energy (spin up / spin down) (Ha): -0.243 / -0.218

Charges in e, computed with Mulliken, in the same order as the atoms:
1 O -0.761
2 C -0.340
3 C -0.361
4 O -0.303
5 C -0.647
6 Mg 0.530
7 H 0.232
8 H 0.304
9 H 0.323
10 H 0.300
11 H 0.228
12 H 0.250
13 Ba 1.051
14 O -1.110
15 H 0.303